(1)
A molecular structure, C38H61AlBr2Cl2CsF5Li2N3O6S. Source: the Open Molecules 2025 dataset; level of theory: wB97M-V/def2-TZVPD.

```
122
C38H61AlBr2Cl2CsF5Li2N3O6S (wB97M-V/def2-TZVPD)
C -1.50 -4.52 -3.75
C -1.68 -4.49 -2.44
C -1.75 -4.27 -0.86
C -2.55 -2.96 -0.37
N -3.90 -3.16 -1.05
C -3.04 -2.98 1.21
C -2.23 -3.88 2.28
C -2.68 -5.46 2.29
C -0.61 -3.68 2.24
C 0.01 -2.99 3.55
C -0.34 -3.74 4.95
C -2.88 -1.49 1.86
C -4.17 -0.56 2.05
Cl -5.79 -1.46 2.19
C -4.00 0.28 3.48
C -4.68 1.77 3.36
C -2.04 -0.86 0.60
C -1.49 0.59 0.94
S 0.41 0.50 0.91
O 0.82 -0.93 0.60
O 0.94 0.82 2.32
N -1.90 -1.60 -0.54
C -1.22 -1.26 -1.81
O -1.02 0.14 -2.11
C -2.21 0.86 -2.45
C -3.71 0.35 -2.38
C -5.00 1.26 -2.79
C -6.49 0.57 -2.67
C -4.79 2.75 -3.26
C -3.29 3.28 -3.30
C -2.01 2.39 -2.92
C -0.58 3.12 -3.01
C -0.18 3.63 -1.49
C 0.59 2.27 -3.72
H -1.23 -4.66 -4.88
H -2.30 -5.21 -0.42
H -0.65 -4.32 -0.46
H -4.58 -2.49 -0.62
H -3.86 -2.87 -2.04
H -4.10 -3.48 1.23
H -2.55 -3.49 3.33
H -2.92 -5.83 3.37
H -3.66 -5.55 1.66
H -1.91 -6.14 1.77
H -0.17 -4.77 2.20
H -0.22 -3.15 1.30
H -0.26 -1.88 3.65
H 1.17 -3.05 3.44
H 0.37 -3.40 5.81
H -1.40 -3.37 5.26
H -0.36 -4.89 4.89
H -2.21 -1.43 2.81
H -4.19 0.18 1.13
H -2.89 0.42 3.78
H -4.48 -0.36 4.33
H -4.01 2.54 2.80
H -4.91 2.12 4.44
H -5.68 1.61 2.75
H -1.78 1.43 0.20
H -1.75 0.98 2.00
H 0.99 1.35 -0.03
H -0.20 -1.80 -1.88
H -1.87 -1.70 -2.69
H -3.95 -0.71 -2.03
H -6.38 -0.24 -1.82
H -6.76 -0.04 -3.63
H -7.31 1.32 -2.37
H -5.72 3.37 -3.53
H -3.13 4.38 -3.61
H -0.73 4.10 -3.61
H -0.88 4.54 -1.25
H -0.41 2.84 -0.69
H 0.90 4.04 -1.44
H 1.40 3.05 -4.05
H 0.23 1.65 -4.62
H 1.11 1.64 -2.90
F -3.53 1.68 7.65
Al -4.53 0.21 7.47
F -5.04 -0.37 9.07
F -3.58 -1.06 6.65
F -5.97 0.60 6.49
Li -3.37 -0.36 -4.45
F -3.10 0.70 10.16
Cs -6.35 0.70 1.12
N 3.66 1.25 -0.29
C 3.61 2.20 0.70
C 4.79 2.89 0.69
C 5.59 2.34 -0.35
C 4.86 1.33 -0.94
H 2.93 0.59 -0.51
H 2.73 2.29 1.33
H 5.06 3.70 1.35
H 6.58 2.65 -0.64
H 5.10 0.64 -1.79
Cl 4.95 -0.93 -2.01
Li -2.00 -7.06 0.39
O 1.44 -0.93 7.55
C 0.18 -0.57 7.48
C -0.05 0.28 6.11
O -1.31 0.66 6.05
H -0.21 0.07 8.29
H -0.57 -1.37 7.45
H 0.32 -0.36 5.29
H 0.71 1.08 6.12
Br 5.84 -0.52 -6.84
C 5.97 1.26 -6.05
C 6.90 1.26 -4.86
Br 6.03 0.47 -3.28
H 4.96 1.58 -5.81
H 6.37 1.90 -6.84
H 7.15 2.29 -4.56
H 7.82 0.71 -5.02
C 11.18 4.66 -5.59
C 9.99 3.75 -5.63
O 9.11 3.81 -4.79
C 9.91 2.76 -6.77
H 11.10 5.32 -4.73
H 12.10 4.08 -5.51
H 11.21 5.28 -6.50
H 10.77 2.08 -6.73
H 9.88 3.29 -7.72
H 8.99 2.17 -6.67
```

Its frontier orbital gap is 0.041 Ha. Its charge is -1. The value obtained for the HOMO energy is -2.67 eV. As for the LUMO energy: -1.57 eV. The calculation puts the electronic energy at -9342.77817 hartree.


(2)
C9H17FO4 in the gas phase. Source: the Open Molecules 2025 dataset; level of theory: wB97M-V/def2-TZVPD.

```
31
C9H17FO4 (wB97M-V/def2-TZVPD)
C 0.67 -2.44 0.63
O 1.89 -2.06 0.02
C 1.77 -0.96 -0.88
C 2.96 -0.01 -0.66
C 2.63 1.38 -0.08
C 1.80 1.38 1.19
O 0.39 1.15 1.01
C -0.18 2.03 0.19
O 0.07 3.15 0.13
O -1.09 1.47 -0.61
C -1.94 0.53 0.09
C -3.16 0.24 -0.75
C -3.97 -0.83 -0.04
F -2.66 -0.31 -1.92
H -0.19 -2.32 -0.03
H 0.53 -1.88 1.55
H 0.73 -3.50 0.85
H 1.86 -1.36 -1.89
H 0.80 -0.47 -0.83
H 3.40 0.16 -1.63
H 3.69 -0.48 -0.02
H 2.22 2.01 -0.87
H 3.58 1.83 0.19
H 1.96 2.28 1.77
H 2.16 0.57 1.81
H -1.45 -0.41 0.27
H -2.24 0.99 1.03
H -3.73 1.13 -0.96
H -4.35 -1.55 -0.75
H -3.37 -1.35 0.69
H -4.79 -0.36 0.49
```

Its frontier orbital gap is 0.383 Ha. Its charge is 0. The value obtained for the HOMO energy is -9.61 eV. As for the LUMO energy: 0.81 eV. Its SMILES is COCCCCOC(=O)OC[C@H](C)F. The calculation puts the electronic energy at -753.91751 hartree.


(3)
A molecular structure, C24H36NOPb. Source: the Open Molecules 2025 dataset; level of theory: wB97M-V/def2-TZVPD.

```
63
C24H36NOPb (wB97M-V/def2-TZVPD)
C -0.85 1.80 1.85
C -1.03 2.53 0.63
C 0.28 2.83 0.11
C 1.25 2.29 1.01
C 0.55 1.64 2.07
Pb -0.18 -0.02 -0.14
C 2.56 -1.38 -2.38
C 1.90 -1.98 -1.39
H 1.15 -2.77 -1.59
C 1.98 -1.40 0.00
H 2.86 -0.74 0.17
H 1.63 -2.11 0.78
C 2.59 -2.01 -3.83
H 1.73 -2.63 -4.05
H 2.71 -1.33 -4.66
H 3.50 -2.62 -3.64
C 3.17 0.07 -2.29
H 2.62 0.81 -1.69
H 4.13 -0.24 -1.78
H 3.37 0.55 -3.24
C -2.33 2.93 0.05
H -3.05 2.10 0.04
H -2.78 3.75 0.63
H -2.21 3.29 -0.99
C 0.54 3.56 -1.15
H -0.16 3.28 -1.95
H 0.44 4.65 -0.99
H 1.56 3.38 -1.52
C 2.72 2.43 0.91
H 3.02 2.86 -0.05
H 3.09 3.09 1.71
H 3.23 1.46 1.04
C 1.16 0.97 3.25
H 2.21 0.69 3.06
H 1.15 1.64 4.12
H 0.61 0.05 3.53
C -1.94 1.36 2.76
H -1.63 0.50 3.38
H -2.22 2.17 3.45
H -2.84 1.07 2.21
C -1.06 0.05 -2.68
C 0.04 -0.33 -3.43
C -2.20 0.67 -3.14
C 0.57 0.87 -4.12
H 0.69 -1.31 -3.32
C -1.56 1.74 -4.04
H -3.10 0.28 -2.74
C -0.33 1.94 -4.43
H 1.71 1.10 -4.52
H -2.49 2.42 -4.30
H -0.09 2.75 -5.08
C -3.27 -3.07 2.50
N -2.13 -3.66 1.78
C -1.95 -5.11 1.78
C -1.29 -2.89 1.12
O -1.42 -1.63 1.11
H -3.81 -3.90 2.96
H -3.93 -2.53 1.80
H -2.92 -2.38 3.27
H -2.03 -5.51 0.76
H -0.96 -5.37 2.17
H -2.73 -5.54 2.41
H -0.47 -3.40 0.59
```

Its frontier orbital gap (alpha / beta) is 0.194 / 0.217 Ha. Its charge is +1. The value obtained for the HOMO energy (alpha / beta) is -9.67 / -9.78 eV. The energy above the lowest of the compared OMol25 structures with the same formula, charge and spin is 0.0 kcal/mol. As for the LUMO energy (alpha / beta): -4.39 / -3.87 eV. The calculation puts the electronic energy at -1258.43045 hartree.